[1]
C33H45BF4N8O2PV | wB97M-V/def2-TZVPD

Values from the calculation:
2S+1 = 3
maximum force = 1.39 eV/A
frontier orbital gap (spin up / spin down) = 6.2 / 7.7 eV

The geometry in XYZ format:
```
95
Properties=species:S:1:pos:R:3:forces:R:3
H -3.57075 -3.55055 2.57924 0.01 -0.01 0.00
O 1.74151 -0.14722 1.35726 0.48 0.22 0.36
B -0.65450 3.24290 1.06209 -0.29 -0.11 0.08
N -0.71685 0.73992 -1.28056 -0.44 0.56 -1.17
C -4.71587 5.43293 -3.16826 0.01 0.01 0.01
H 1.60392 4.05927 -1.71070 0.02 -0.03 -0.04
H 0.02914 -4.46692 2.85893 -0.01 -0.03 0.02
C -1.70163 -0.15528 5.74361 0.04 -0.02 0.02
H -0.97446 -0.86373 6.13484 -0.04 0.00 0.02
C -4.05022 4.36126 -2.59465 -0.01 0.00 0.02
H -1.97261 -3.78747 -2.36570 0.00 0.01 -0.02
C -4.38812 -1.44673 4.01092 -0.01 -0.02 0.01
H -1.16432 -4.27297 5.21886 0.01 -0.02 0.01
H 0.99074 -1.75137 3.58373 0.03 0.01 -0.06
F -0.48657 1.77703 1.15983 0.30 -0.06 0.11
H -4.74809 -2.70418 1.58640 -0.03 -0.01 -0.02
N -4.25334 6.11591 -4.21133 -0.01 0.02 -0.01
F -1.90901 3.42304 0.48265 -0.16 0.05 -0.04
N -0.97305 -0.94615 1.61586 -1.22 -0.36 0.55
C -2.38507 1.37580 3.93113 0.03 0.07 0.04
C -0.71338 2.88387 -2.36028 -0.10 0.01 -0.09
C 0.01309 0.77729 4.19229 0.03 -0.01 -0.07
N 2.01359 0.77335 -1.21713 -0.23 0.00 -0.03
H -4.92258 -0.55797 1.32050 -0.05 -0.02 -0.03
C -0.06969 1.84010 -1.71628 0.05 0.01 0.08
H 1.69373 -2.85507 1.71204 0.04 0.02 0.00
H 3.39102 -2.97959 1.22740 -0.02 -0.03 0.00
C -3.07972 5.74137 -4.71139 0.02 0.00 -0.01
H 3.84603 -0.09080 -0.79384 0.01 -0.02 -0.02
H 1.01034 -3.32411 4.39039 0.00 0.00 0.02
C 0.43862 -2.40210 4.26027 0.04 0.01 0.00
C -2.82713 3.97508 -3.12613 0.04 -0.03 0.01
H -0.48613 -3.27020 1.65611 0.00 -0.01 0.05
O 3.80795 -0.66466 1.96151 0.15 -0.01 0.04
H -2.36253 1.62696 2.87791 0.05 0.08 -0.18
H -2.06926 2.26634 4.47421 0.01 0.03 0.04
C -2.08083 2.84068 -2.54294 0.04 -0.06 0.00
H -1.61395 0.75313 6.34507 0.00 0.02 0.01
H 5.11749 2.01287 -1.17516 0.03 -0.01 0.00
C -2.67188 -0.71719 -1.58465 -0.02 0.04 -0.01
C 2.10770 3.11084 -1.59700 0.11 0.02 -0.10
H 0.41591 0.76348 3.18271 -0.02 -0.01 0.00
C -4.05014 -0.20983 1.87554 0.05 0.00 -0.06
H -0.15297 3.75222 -2.67096 -0.01 -0.02 0.01
H -2.70045 -0.55525 5.90514 -0.05 -0.02 -0.01
C 2.46810 -2.42239 1.07351 0.00 -0.03 0.05
H -4.06286 -2.22439 4.69784 -0.01 -0.01 0.02
C -3.94360 -3.03413 -1.92884 -0.01 0.04 0.04
C -2.57160 -2.92676 -2.09035 -0.05 0.00 0.10
H -3.29645 0.13513 1.16629 -0.01 -0.02 -0.03
H 0.58425 -1.72642 -1.59449 -0.05 -0.06 0.00
C -2.33013 4.69036 -4.20784 0.00 0.01 0.00
H -4.36152 0.64118 2.47274 0.00 0.02 -0.01
C -2.72344 1.65606 -2.20628 -0.04 -0.01 -0.02
H 0.00750 1.82007 4.51312 0.01 -0.01 0.03
C 2.03324 -2.54114 -0.37909 0.06 -0.01 0.02
C -3.72235 -2.66992 1.95836 0.02 -0.01 -0.07
C -0.76642 -3.77151 2.58174 -0.02 0.01 -0.01
N -1.93881 -1.76968 -1.93261 0.13 0.02 0.03
H -1.66227 -4.36012 2.39901 -0.04 0.01 -0.03
H -5.66397 5.76475 -2.76265 -0.03 0.00 0.01
C -4.04674 -0.84535 -1.37878 0.00 -0.03 0.04
H 0.39007 -1.91136 5.22875 0.03 0.01 -0.01
C 4.03912 1.99445 -1.25759 0.00 -0.02 0.02
C -3.52791 -1.36748 2.74510 0.05 0.03 0.01
C 3.33557 0.81858 -1.07963 0.04 -0.04 0.12
H -4.45771 -3.97170 -2.09831 0.00 -0.02 0.00
P -1.67733 -1.14815 3.01702 0.16 -0.16 -0.01
H -3.76432 1.51997 -2.46401 0.01 -0.03 0.01
N 3.42478 3.14855 -1.50551 0.00 -0.02 -0.01
N 0.70211 -1.95004 -0.61095 -0.21 -0.14 -0.14
H -5.41240 -1.68447 3.70975 -0.01 0.00 -0.01
H 2.74180 -2.03148 -1.03397 -0.01 0.01 0.03
C -0.95814 -2.75372 3.72148 -0.03 0.04 0.04
C 2.72695 -0.98415 1.51288 -0.05 -0.07 -0.09
C -1.42552 0.23100 4.28531 0.03 -0.04 -0.06
V 0.10360 -0.16258 0.42527 1.00 0.03 0.21
H 2.02922 -3.59510 -0.67184 0.04 0.03 -0.01
F 0.33952 3.72518 0.22371 0.10 0.21 0.10
F -0.56429 3.76735 2.32120 -0.05 0.00 0.19
H -1.38641 4.42527 -4.66553 0.01 0.00 -0.02
C -2.01309 0.61810 -1.63301 -0.07 -0.02 0.01
C 1.39539 1.91249 -1.49644 0.00 0.02 -0.08
H -4.64346 -0.00482 -1.04892 0.02 0.05 -0.02
H -3.40859 1.15654 4.22936 0.02 0.03 -0.02
H -4.45837 3.86278 -1.72569 -0.01 -0.01 0.02
H -1.95921 -2.77548 5.67998 0.00 0.04 0.03
H -4.42348 -0.50288 4.54952 0.00 -0.02 0.01
H -2.69792 -3.84191 4.48349 -0.02 -0.02 -0.01
H 0.69619 0.23491 4.84237 0.02 -0.05 -0.02
C -1.75393 -3.43345 4.83980 0.04 -0.04 -0.01
H -0.02766 -2.62509 -0.39778 0.05 0.05 0.05
N -4.68280 -1.99091 -1.56177 -0.01 -0.08 0.04
H -2.71826 6.31070 -5.55931 0.01 0.01 -0.03
H -3.04613 -2.72226 1.10471 0.02 0.00 -0.07
```
Positions in Å, forces in eV/Å.



[2]
C33H45BN5O4P2Ru | wB97M-V/def2-TZVPD

Values from the calculation:
2S+1 = 2
relative energy (zero: lowest compared OMol25 entry of this formula, charge and spin) = 3.146 eV
maximum force = 4.37 eV/A
frontier orbital gap (spin up / spin down) = 6.2 / 6.2 eV

The geometry in XYZ format:
```
91
Properties=species:S:1:pos:R:3:forces:R:3
H 0.28814 -1.55736 -5.45667 0.04 -0.11 -0.05
C 3.05124 -1.82226 -0.87417 -1.31 -0.95 -0.45
C 3.16564 2.04624 0.73803 -0.11 0.14 -0.16
C 1.40614 1.15134 -3.71937 -0.26 -0.46 -0.38
C 2.37714 1.69674 3.38863 -0.47 -0.24 -0.30
H 4.37094 -1.81546 -2.57687 -0.07 0.05 0.04
N -3.05816 -1.14446 -1.17037 0.20 0.07 0.29
H -4.95366 -2.99406 5.52933 -0.08 0.00 0.04
H -1.96636 -0.33626 -2.74277 0.10 -0.08 -0.04
C 1.04044 -3.03156 0.03973 -3.66 1.54 1.81
C -0.04346 3.41814 1.38123 0.26 0.01 -0.13
H -4.15476 -2.93116 -1.18867 -0.03 -0.04 0.07
C -2.82996 -3.09176 2.90173 0.27 0.41 -0.14
N -2.05126 0.83734 -0.58187 0.83 -0.30 0.13
C 5.21374 3.03794 -0.05067 0.03 0.11 -0.14
C -4.21576 -2.65556 4.81653 0.08 0.01 -0.08
C -2.72266 -0.95846 4.01233 0.39 -0.14 -0.43
C 4.41694 -1.89956 -1.48607 -0.13 0.10 0.23
C -3.67526 -1.38116 4.91463 -0.29 -0.18 0.23
H 4.99954 4.68194 -1.41257 0.03 0.02 -0.03
C -3.01226 -0.01276 -0.39097 -0.18 0.39 -0.40
P 2.21894 0.84874 1.74363 -0.15 -0.55 -0.62
H 4.89004 -2.84436 -1.23097 0.04 -0.05 -0.03
H 3.42994 1.88544 3.59953 0.01 -0.03 -0.06
H 1.83654 2.63794 3.40573 -0.06 0.07 0.01
H 1.59404 3.16164 -4.44277 0.02 0.13 0.01
H 0.13224 0.21504 -7.19517 -0.07 0.00 -0.07
H 0.45654 3.82564 -2.33927 0.01 0.07 -0.12
C 2.30274 -2.92606 -0.54547 2.52 2.11 -1.17
H -4.22926 -4.48476 3.70173 0.01 -0.08 0.03
H 5.12824 1.38154 1.29233 0.02 -0.03 0.08
H 4.20874 -0.20006 2.73943 0.07 -0.07 -0.02
H 0.23964 -4.58966 1.25943 -0.03 -0.15 -0.09
C -5.39396 -0.24586 0.25353 -0.09 0.02 -0.08
C -3.84836 1.06744 1.61933 0.12 0.06 0.00
C 1.29964 2.14854 -4.66587 0.11 -0.18 0.42
H -4.35936 0.63074 2.47843 -0.04 0.09 0.05
H 2.80064 -3.86976 -0.72947 0.12 0.03 0.07
C 0.83964 1.77514 -5.92307 -0.09 0.02 -0.14
H -2.49486 -3.75116 2.11633 0.09 -0.03 -0.05
O 1.34204 -0.96346 -2.94217 0.20 -0.50 0.06
H -1.01136 -1.37366 -1.66157 -0.24 -0.02 -0.22
H 2.79454 -1.27456 2.67343 0.04 0.01 -0.01
C 3.37474 -0.53246 2.12063 -0.12 0.21 -0.10
H -2.19706 -2.10086 -2.79797 -0.04 -0.06 -0.02
H -2.78196 1.11124 1.84603 -0.10 0.03 0.09
H 1.07754 -5.17246 -0.20657 0.04 -0.02 -0.02
C -1.22506 -1.35696 2.08143 1.87 2.01 -0.84
C -3.79286 -3.50006 3.79803 -0.31 -0.10 0.19
C 4.48744 3.94454 -0.80957 0.25 -0.04 0.06
N -4.04246 0.19504 0.48613 0.19 -0.22 0.16
B 1.86074 -0.10306 -1.96807 -1.27 0.57 -0.48
H -5.73956 -0.90526 1.05463 -0.03 -0.06 -0.01
C -1.99606 -1.24926 -2.15047 0.19 0.08 -0.16
C -2.27206 -1.81026 2.99433 -0.90 -0.33 0.94
H -1.05116 3.78804 1.19143 -0.07 0.01 0.01
O 2.53244 -0.50446 -0.86727 1.23 -1.32 0.34
H -3.80406 -2.28456 0.43543 -0.05 0.01 -0.04
H 0.57914 4.24014 1.73473 -0.07 0.12 0.08
C 0.42974 -4.39976 0.20133 0.28 0.10 0.36
H -4.24086 2.07744 1.45113 -0.05 0.03 -0.05
C 0.48104 0.46614 -6.20477 -0.06 0.10 -0.20
C 2.42494 2.95294 -0.04567 0.46 -0.16 -0.06
C 4.55234 2.09404 0.71703 -0.01 0.09 0.05
H 6.29424 3.06584 -0.06537 0.06 -0.02 0.00
H -0.53466 -4.43746 -0.30907 -0.01 0.01 0.05
Ru 0.23564 0.26254 0.07553 1.40 1.73 1.25
H -2.20096 1.72074 -0.09787 -0.10 -0.37 -0.09
C -3.41326 -2.41906 -0.56977 -0.12 -0.18 -0.02
H -4.00456 -0.72176 5.70623 0.01 0.06 0.03
O 1.86734 1.22304 -2.43997 0.70 0.20 -0.22
N 0.34414 -1.98016 0.53883 1.81 0.12 -1.21
P 0.62954 2.69624 -0.18787 -1.03 -1.16 0.88
H -2.29766 0.03154 4.09003 0.09 0.03 -0.06
H -6.05826 0.62444 0.21953 -0.04 -0.03 0.00
H 2.55944 4.59154 -1.42737 -0.06 0.06 -0.09
H 0.76354 2.52664 -6.69437 -0.03 0.04 -0.08
C 0.07834 4.02784 -1.34067 0.11 -0.55 0.02
H -1.01096 4.00294 -1.37847 0.01 -0.04 0.00
H 5.03784 -1.08036 -1.12097 0.04 0.01 0.03
H -0.10036 2.62824 2.13183 -0.02 0.10 -0.05
H -5.46176 -0.76386 -0.69857 -0.02 -0.03 0.00
H 0.39884 5.01274 -1.00177 0.03 -0.01 0.02
H 3.73154 -0.99946 1.20493 0.04 0.03 0.14
C 1.06494 -0.17546 -4.01467 0.02 0.66 -0.27
O -0.88346 -0.11206 2.07503 -1.03 -1.19 0.21
N -0.64166 -2.30496 1.37003 -1.37 -1.70 0.23
H 1.96454 1.03454 4.14783 -0.04 0.02 0.12
C 3.10674 3.89534 -0.81177 -0.19 -0.06 0.21
C 0.57714 -0.53896 -5.24967 0.09 -0.06 0.37
H -2.52606 -3.05276 -0.49157 0.01 0.03 0.06
```
Positions in Å, forces in eV/Å.